{"formula": "C5H11NO", "method": "ωB97M-V/def2-TZVPD", "gap_ev": [7.47, 7.47], "homo_energy_ev": [-6.94, -6.94], "max_force_ha_per_bohr": 0.010, "e_above_lowest_ev": 4.3176, "species": ["C", "C", "C", "C", "N", "C", "O", "H", "H", "H", "H", "H", "H", "H", "H", "H", "H", "H"], "positions_angstrom": [[-2.0668, -0.6438, -1.0632], [-1.4221, 0.1196, 0.0938], [0.0641, 0.4343, -0.0955], [0.7941, 1.2074, 1.0118], [0.8596, -0.8035, -0.0974], [2.1142, -0.6189, 0.3379], [3.0338, 0.2116, -0.1490], [-1.9733, -0.0843, -2.0011], [-1.5916, -1.6205, -1.2193], [-3.1322, -0.8231, -0.8847], [-1.9312, 1.0804, 0.2379], [-1.5453, -0.4296, 1.0389], [0.1828, 0.9328, -1.0696], [2.5673, 1.0725, -0.0352], [0.6286, 2.2965, 0.9714], [0.4271, 0.8552, 1.9867], [0.4158, -1.6718, 0.1736], [2.5751, -1.5148, 0.7631]], "forces_ev_per_a": [[0.0, 0.0, -0.1], [0.0, 0.0, 0.1], [0.0, 0.1, -0.1], [-0.3, 0.1, 0.1], [0.2, 0.0, 0.2], [-0.2, -0.4, -0.2], [-0.2, 0.1, 0.1], [0.0, -0.1, 0.1], [-0.1, 0.1, 0.0], [0.2, 0.0, 0.0], [0.1, -0.1, 0.0], [0.0, 0.1, -0.1], [0.0, -0.1, 0.1], [0.2, 0.0, -0.1], [0.1, -0.2, 0.0], [0.1, 0.0, -0.1], [0.1, 0.1, 0.0], [-0.1, 0.2, 0.0]], "lowdin_charge": [-0.11, -0.24, -0.42, -0.11, 0.05, -0.19, 0.04, 0.07, 0.06, 0.07, 0.11, 0.11, 0.13, 0.09, 0.02, 0.03, 0.14, 0.14]}